Record 1
# C28H49CdN8O5P

C28H49CdN8O5P as an isolated structure in a non-equilibrium geometry (the ωB97M-V functional and the def2-TZVPD basis, the OMol25 dataset).

The geometry in XYZ format:
```
92
Properties=species:S:1:pos:R:3:lowdin_charge:R:1
O -11.17 -6.91 -14.59 -0.15
H -9.44 -2.31 -16.95 0.08
H -6.79 -5.99 -18.64 0.11
H -14.73 -8.05 -13.06 0.09
C -13.25 0.13 -11.43 -0.14
H -7.83 -7.05 -11.84 0.11
N -13.42 -6.53 -14.94 0.20
H -9.67 -10.11 -15.54 0.02
C -8.32 -2.37 -17.02 -0.01
C -12.15 -3.92 -18.67 -0.18
C -12.49 -6.12 -19.73 -0.24
H -6.29 -9.21 -17.67 0.05
H -5.00 -3.83 -17.91 0.12
C -12.40 -7.24 -14.39 -0.55
O -11.97 -5.97 -17.36 -0.20
O -10.91 -3.54 -13.97 -0.16
C -12.46 -5.49 -20.99 -0.06
N -11.81 -3.20 -16.38 -0.10
C -7.70 -5.16 -20.49 -0.08
C -12.16 -4.18 -21.14 -0.14
N -8.99 -4.62 -17.49 0.06
P -8.66 -8.74 -17.32 0.60
H -8.19 -4.38 -13.80 0.09
H -14.36 -6.94 -14.94 0.10
H -11.85 -2.34 -20.11 0.10
H -13.74 -7.58 -17.91 0.07
C -12.69 -1.00 -10.98 -0.11
H -13.13 -6.09 -15.81 0.06
H -14.32 -9.46 -14.02 0.11
C -13.92 -8.80 -13.16 -0.09
H -14.58 -7.91 -19.44 0.09
H -6.58 -5.78 -13.93 0.09
H -9.37 -8.17 -13.54 0.04
N -11.95 -2.20 -15.56 -0.02
H -12.62 -1.27 -9.94 0.10
H -11.78 -2.92 -11.69 0.12
C -5.75 -3.09 -18.21 -0.24
C -6.75 -5.07 -19.29 -0.20
C -12.15 -1.90 -11.96 -0.04
H -9.92 -9.37 -19.38 0.05
H -4.94 -1.33 -19.18 0.08
H -12.53 -1.95 -17.86 0.12
H -12.05 -3.75 -22.15 0.10
H -8.72 -5.55 -17.86 0.02
N -12.64 -8.21 -13.47 0.02
H -10.84 -9.36 -16.49 0.01
N -8.42 -8.49 -13.32 -0.01
H -13.52 0.95 -10.70 0.11
C -13.65 -8.03 -18.91 -0.07
H -8.44 -9.21 -12.62 0.05
C -8.07 -3.71 -17.63 -0.42
H -10.08 -10.84 -17.03 0.06
H -7.44 -4.47 -21.30 0.07
H -5.69 -5.04 -19.65 0.12
H -7.69 -6.19 -20.88 0.07
C -7.53 -6.30 -14.00 -0.26
H -7.48 -6.79 -14.97 0.06
H -13.88 -9.36 -12.26 0.07
H -13.85 1.48 -13.03 0.10
H -7.85 -1.55 -17.56 0.08
C -9.07 -8.73 -19.11 -0.14
O -8.57 -7.35 -16.79 -0.43
H -7.19 -10.74 -17.36 0.06
N -8.62 -5.32 -13.90 -0.05
Cd -10.29 -5.20 -15.73 1.43
H -4.49 -2.78 -19.89 0.06
C -12.21 -5.38 -18.47 -0.31
H -7.90 -2.34 -15.97 0.10
H -8.77 -4.89 -20.35 0.08
C -12.04 -3.40 -19.97 -0.08
H -6.11 -2.22 -20.19 0.10
O -12.52 -7.46 -19.57 -0.13
C -12.23 -1.59 -13.29 -0.17
H -9.13 -5.42 -13.01 0.08
H -13.40 -9.06 -18.74 0.07
C -9.92 -9.87 -16.55 -0.16
C -12.17 -2.97 -17.62 -0.13
C -13.34 0.53 -12.80 -0.08
H -12.74 -6.13 -21.82 0.11
N -6.97 -3.86 -18.45 -0.09
H -13.00 -0.22 -14.80 0.10
C -5.34 -2.32 -19.41 -0.08
C -11.67 -2.56 -14.25 -0.46
C -7.56 -7.41 -12.86 -0.26
H -5.96 -2.54 -17.32 0.09
H -6.51 -7.77 -12.87 0.11
C -12.92 -0.41 -13.73 -0.03
H -9.28 -7.71 -19.37 0.03
H -8.22 -9.10 -19.67 0.04
H -11.80 -8.64 -13.09 0.14
H -6.92 -9.68 -16.00 0.05
C -7.09 -9.68 -17.09 -0.18
```

Summary:
- F_max: 3.93 eV/A
- E_LUMO: 0.294 eV
- Frontier orbital gap: 5.88 eV

---

Record 2
# C17H14BrN3O2

One molecule with the formula C17H14BrN3O2 in a non-equilibrium geometry (the ωB97M-V functional and the def2-TZVPD basis, the OMol25 dataset).

The geometry in XYZ format:
```
37
Properties=species:S:1:pos:R:3:lowdin_charge:R:1
C -1.12 2.25 3.87 -0.10
H -1.13 -2.16 -4.19 0.09
H 2.22 2.20 -0.89 0.11
C 3.02 -1.57 -0.32 -0.10
H 4.88 -1.15 -1.23 0.10
C -2.09 -2.57 -0.37 -0.54
H -2.80 3.15 2.87 0.12
H 1.42 0.71 2.27 0.10
H 1.00 -1.70 0.41 0.12
C -1.89 2.50 2.76 -0.09
O -1.22 0.70 -2.46 0.10
C -0.30 1.36 1.27 -0.15
N -2.18 -2.63 -1.69 0.08
C -1.56 2.04 1.49 -0.01
C 2.41 1.14 -0.72 0.00
C -1.40 -1.40 0.27 -0.46
N -1.92 -1.53 -2.35 -0.11
C 1.80 -1.06 -0.03 -0.07
H -1.26 2.70 4.84 0.10
C 0.49 1.24 2.40 -0.03
C -0.06 0.76 -0.08 -0.16
Br -2.92 -3.97 0.76 0.70
C 3.71 0.65 -1.11 -0.04
O -1.18 -1.47 1.42 0.09
H -2.87 -2.26 -3.98 0.07
H 3.28 -2.65 -0.27 0.13
C 1.37 0.21 -0.33 -0.15
N -1.00 -0.30 -0.53 0.13
H -2.16 2.20 0.70 0.08
C 3.91 -0.75 -0.94 -0.11
H -0.09 1.57 -0.79 0.14
H -2.24 -0.71 -4.21 0.09
H 0.90 1.40 4.48 0.11
C -1.51 -0.29 -1.83 -0.40
C -2.00 -1.69 -3.82 0.02
H 4.38 1.44 -1.41 0.09
C 0.10 1.60 3.73 -0.05
```

Summary:
- F_max: 4.13 eV/A
- E_LUMO: -0.216 eV
- SMILES: Cn1nc(Br)c(=O)n(C(c2ccccc2)c2ccccc2)c1=O
- Frontier orbital gap: 8.86 eV

---

For each record above, in turn, the calculated total energy values are -2419.6971; -3544.9068 a.u..